Density functional theory data (the ωB97M-V functional and the def2-TZVPD basis) for a molecular structure, C58H41Cl3F5N2O3P2SV in a non-equilibrium geometry.

## Properties
ΔE to the lowest compared entry with this formula, charge and spin (eV): 0.000
Gap between HOMO and LUMO (alpha / beta) (eV): 5.836 / 6.617
LUMO level (alpha / beta) (eV): -6.54 / -5.76
Charge: +2
E (hartree): -6474.337648
2S+1: 3
Highest occupied orbital energy (alpha / beta) (hartree): -0.455 / -0.455
<S²>: 2.028

Element x y z (Å)
V 0.75442 0.44228 0.74425
O 3.21631 2.92792 -0.05223
C 4.49096 2.39129 -0.09341
C 5.59606 3.05475 -0.60381
C 6.84142 2.44883 -0.53353
C 6.98873 1.19130 0.03401
C 5.87044 0.49217 0.45224
C 4.61247 1.07980 0.36693
P 3.12030 0.05467 0.58166
C 3.28291 -1.08119 -0.83523
C 2.69822 -2.34849 -0.78224
C 2.77626 -3.19767 -1.87403
C 3.40824 -2.77816 -3.03642
C 3.95949 -1.50667 -3.10812
C 3.90200 -0.65880 -2.01310
C 3.45864 -0.89933 2.09218
C 4.15141 -2.10534 2.12456
C 4.36835 -2.73892 3.34042
C 3.90089 -2.17445 4.51818
C 3.21552 -0.96683 4.49214
C 2.99447 -0.33217 3.28182
C 2.95976 4.07865 0.67307
C 3.87155 5.07059 0.99423
C 3.43211 6.21012 1.65364
C 2.10037 6.36573 2.00097
C 1.20018 5.34997 1.73044
C 1.62779 4.19707 1.07984
P 0.51409 2.81351 0.69519
C 0.11021 3.11709 -1.05202
C 0.35545 2.09937 -1.97364
C 0.08211 2.28739 -3.31867
C -0.43855 3.49955 -3.74754
C -0.65564 4.52856 -2.83962
C -0.36974 4.34692 -1.49573
C -0.92413 3.21757 1.72881
C -0.73805 2.99492 3.09640
C -1.75444 3.27632 3.99304
C -2.96402 3.77896 3.52954
C -3.15749 3.97947 2.17063
C -2.14353 3.69478 1.26565
H 5.49408 4.02107 -1.07659
H 7.70513 2.96679 -0.92793
H 7.96938 0.74409 0.12027
H 5.96779 -0.51437 0.83712
H 2.20477 -2.67833 0.12340
H 2.34565 -4.18876 -1.81749
H 3.47416 -3.44409 -3.88645
H 4.44247 -1.17257 -4.01664
H 4.35196 0.32373 -2.07322
H 4.51263 -2.55394 1.20742
H 4.90581 -3.67751 3.36626
H 4.07536 -2.67421 5.46170
H 2.85739 -0.52305 5.41181
H 2.47497 0.62275 3.25289
H 4.91701 4.97753 0.75309
H 4.14772 6.98585 1.88981
H 1.76954 7.26633 2.49952
H 0.16978 5.44293 2.04578
H 0.80161 1.15730 -1.64105
H 0.28704 1.50014 -4.03307
H -0.65674 3.65022 -4.79621
H -1.03892 5.47995 -3.18376
H -0.50232 5.16342 -0.79695
H 0.21680 2.61822 3.45257
H -1.60664 3.11242 5.05249
H -3.75223 4.02090 4.22973
H -4.10177 4.36801 1.81197
H -2.30867 3.84340 0.20721
Cl -4.86354 -6.44513 1.52580
C -4.70719 -5.05824 0.52070
C -3.58579 -4.90370 -0.27802
C -3.47249 -3.77418 -1.06658
C -4.45315 -2.78562 -1.09657
C -4.29263 -1.67880 -2.11952
C -4.33184 -0.24091 -1.57643
N -3.31026 0.01616 -0.57599
C -3.53449 0.18599 0.76558
C -2.32840 0.46295 1.32825
N -1.36768 0.46404 0.33906
C -1.99920 0.17858 -0.79306
O -5.31727 -1.80014 -3.08166
C -4.90260 -1.70233 -4.44215
C -3.85286 -2.71513 -4.80474
C -4.01828 -4.06655 -4.66120
Cl -5.41673 -4.86542 -4.10394
S -2.60857 -4.94815 -5.12023
C -1.78559 -3.50049 -5.51201
C -2.55715 -2.40081 -5.29644
C -5.58628 -2.98238 -0.29943
Cl -6.92710 -1.88301 -0.28106
C -5.70941 -4.10217 0.50891
H -2.82246 -5.66798 -0.29470
H -2.59920 -3.66222 -1.70071
H -3.31562 -1.83637 -2.59170
H -5.30050 -0.06193 -1.12973
H -4.20763 0.44714 -2.41367
H -4.51799 0.10534 1.19692
H -2.10287 0.69592 2.35453
H -1.54277 0.08914 -1.76547
H -4.53106 -0.69500 -4.66695
H -5.81336 -1.86611 -5.01715
H -0.77857 -3.53896 -5.89576
H -2.22692 -1.38985 -5.49517
H -6.59803 -4.23792 1.10958
F -2.16055 -4.80290 4.25289
C -1.54412 -3.88060 3.54749
C -1.16699 -4.14778 2.23759
F -1.42454 -5.32537 1.69987
C -0.50752 -3.17932 1.50592
F -0.17977 -3.38277 0.23017
C -0.17518 -1.95248 2.07710
O 0.47586 -1.00988 1.38871
C -0.59386 -1.69486 3.38465
F -0.32730 -0.48313 3.88149
C -1.27743 -2.64024 4.11854
F -1.67242 -2.37618 5.35214